# 1
Below is a structure of composition C33H22BF15GeN6PdS, with properties calculated with ωB97M-V with the def2-TZVPD basis set.

## Properties
LUMO energy (alpha / beta) (eV): 0.2 / -1.2
Frontier orbital gap (alpha / beta) (Eh): 0.3276 / 0.2838

Structure (ORCA input):
```
! wB97M-V def2-TZVPD RIJCOSX def2/J DEFGRID3
* xyz 0 3
Pd -0.8609 0.5677 0.4368
C -1.4718 3.5669 2.3284
C -2.6655 2.7885 1.8913
C -4.0270 3.0348 2.0993
C -4.6923 1.9972 1.4723
C -6.1571 1.7424 1.3646
N -3.7683 1.1831 0.9269
N -2.5365 1.6737 1.1877
B -3.9415 -0.1171 0.1029
N -3.2937 0.0859 -1.2893
N -2.0324 0.5792 -1.3681
C -1.8140 0.9662 -2.6176
C -0.5518 1.6333 -3.0435
C -2.9597 0.7036 -3.3807
C -3.8748 0.1585 -2.5029
C -5.2738 -0.2918 -2.7529
N -3.2293 -1.2686 0.8429
N -1.9582 -1.0808 1.2642
C -1.6114 -2.1228 2.0122
C -0.2688 -2.2306 2.6515
C -2.6917 -3.0107 2.0798
C -3.6971 -2.4318 1.3295
C -5.0772 -2.9214 1.0517
H -1.7778 4.4436 2.8958
H -0.8863 3.8994 1.4699
H -0.8174 2.9612 2.9568
H -4.4692 3.8570 2.6321
H -6.6996 2.5237 1.8933
H -6.4277 0.7815 1.8003
H -6.4858 1.7398 0.3260
H -5.1029 -0.3624 -0.0193
H 0.1635 1.6788 -2.2220
H -0.7676 2.6514 -3.3697
H -0.0950 1.1045 -3.8800
H -3.0999 0.8925 -4.4296
H -5.4588 -0.3239 -3.8251
H -5.9982 0.3869 -2.3025
H -5.4512 -1.2846 -2.3428
H 0.3164 -1.3230 2.4873
H 0.2899 -3.0755 2.2485
H -0.3695 -2.3844 3.7256
H -2.7351 -3.9481 2.6044
H -5.1803 -3.9431 1.4122
H -5.2951 -2.9105 -0.0151
H -5.8268 -2.3060 1.5495
F 4.3520 2.9086 0.6830
C 4.7357 1.9911 1.5779
C 4.2720 0.6907 1.4688
C 4.6698 -0.1854 2.4603
F 4.2238 -1.4522 2.4802
C 5.5205 0.1888 3.4889
F 5.8828 -0.6868 4.4283
C 5.9886 1.4900 3.5452
F 6.8035 1.8647 4.5291
C 5.5932 2.4038 2.5819
F 6.0309 3.6615 2.6382
Ge 2.9839 0.2904 0.0423
S 1.3002 1.5452 0.5822
C 3.7405 0.7505 -1.7192
C 2.9511 0.4423 -2.8136
F 1.7578 -0.1481 -2.6182
C 3.3365 0.6848 -4.1193
F 2.5375 0.3787 -5.1436
C 4.5797 1.2506 -4.3535
F 4.9781 1.4985 -5.5986
C 5.4132 1.5439 -3.2877
F 6.6167 2.0680 -3.5154
C 4.9868 1.2829 -1.9936
F 5.8540 1.5505 -1.0121
C 2.8544 -1.6561 -0.2159
C 4.0336 -2.3646 -0.3878
F 5.2095 -1.7222 -0.3382
C 4.0679 -3.7253 -0.6335
F 5.2245 -4.3671 -0.7824
C 2.8731 -4.4222 -0.7265
F 2.8785 -5.7310 -0.9616
C 1.6735 -3.7447 -0.5952
F 0.5204 -4.4024 -0.7147
C 1.6885 -2.3783 -0.3567
F 0.4963 -1.7634 -0.3016
*
```


# 2
Below is a structure of composition C33H23Br2N7O3Pt in a non-equilibrium geometry, with properties calculated with ωB97M-V with the def2-TZVPD basis set.

## Properties
LUMO energy (alpha / beta) (eV): -14.0 / -14.0
Relative energy (zero: lowest compared OMol25 entry of this formula, charge and spin) (kcal per mole): 7.56
Frontier orbital gap (alpha / beta) (Eh): 0.1608 / 0.1608

Structure (ORCA input):
```
! wB97M-V def2-TZVPD RIJCOSX def2/J DEFGRID3
* xyz 4 1
Pt 2.0105 -2.1991 -0.2246
Br 4.5884 -1.7834 1.4782
C 5.7003 -1.3595 -0.0403
Br 4.8543 -1.7893 -1.7011
H 6.5974 -1.9601 0.0435
H 5.8996 -0.2968 -0.0163
C -4.9500 9.6787 0.9913
O -4.3037 8.9038 -0.1122
C -3.6996 7.8074 0.0331
C -3.1504 7.2314 -1.1828
C -2.4865 6.0703 -1.1320
C -2.3089 5.3706 0.1399
C -2.8743 5.9648 1.3524
C -3.5372 7.1291 1.3153
C -1.6123 4.1977 0.1492
N -1.0283 3.6203 -0.9644
C -0.4488 2.5328 -0.5698
C -0.6296 2.3356 0.8674
N -1.3407 3.3667 1.2735
C -0.0615 1.2204 1.5610
C -0.0844 1.0488 2.9506
C 0.5650 -0.0364 3.4940
C 1.1871 -0.9310 2.6329
N 1.1808 -0.8043 1.3022
C 0.6060 0.2717 0.7599
C 0.8089 0.4547 -0.6911
N 1.5558 -0.4723 -1.3236
C 1.8936 -0.2260 -2.5948
C 1.4519 0.8751 -3.3149
C 0.6390 1.7962 -2.6913
C 0.3302 1.5846 -1.3490
H -5.3894 10.5223 0.4739
H -4.1639 9.9881 1.6740
H -5.7069 9.0427 1.4407
H -3.3047 7.7814 -2.1023
H -2.0692 5.6265 -2.0247
H -2.7537 5.4668 2.3058
H -3.9476 7.5709 2.2123
H -1.6614 3.5312 2.2185
H -0.5728 1.7632 3.6017
H 0.6013 -0.1988 4.5619
H 1.6986 -1.7993 3.0246
H 2.5617 -0.9336 -3.0535
H 1.7608 0.9966 -4.3437
H 0.2783 2.6752 -3.2091
O -1.3484 -7.8051 1.9389
N -1.3133 -7.7867 0.7265
O -1.8892 -8.5396 -0.0126
C -0.4815 -6.7244 0.0992
C -0.5929 -6.5783 -1.2325
C 0.1228 -5.5366 -1.9143
C 0.2295 -5.4395 -3.3120
C 1.0392 -4.4669 -3.8451
C 1.6631 -3.5492 -2.9999
N 1.5001 -3.5592 -1.6830
C 0.7898 -4.5925 -1.1418
C 0.9302 -4.7804 0.2707
N 1.7794 -3.8990 0.8841
C 2.2179 -4.2083 2.0970
C 1.7745 -5.3358 2.7822
C 0.8378 -6.1686 2.2206
C 0.3911 -5.8981 0.9079
H -1.2191 -7.2678 -1.7847
H -0.2745 -6.1547 -3.9502
H 1.2142 -4.4029 -4.9097
H 2.3236 -2.8023 -3.4117
H 2.9494 -3.5501 2.5453
H 2.1895 -5.5522 3.7567
H 0.4830 -7.0373 2.7522
*
```


# 3
Below is a structure of composition C33H23CoN7O5P in a non-equilibrium geometry, with properties calculated with ωB97M-V with the def2-TZVPD basis set.

## Properties
LUMO energy (alpha / beta) (eV): 1.2 / 1.2
Relative energy (zero: lowest compared OMol25 entry of this formula, charge and spin) (kcal per mole): 5.54
Frontier orbital gap (alpha / beta) (Eh): 0.2500 / 0.2564

Structure (ORCA input):
```
! wB97M-V def2-TZVPD RIJCOSX def2/J DEFGRID3
* xyz -1 2
Co 0.4371 1.2075 -0.0284
C -0.7988 4.2567 -0.0393
C -1.7967 3.1753 -0.2912
N -1.5717 1.8728 -0.2981
C -2.7887 1.2605 -0.5781
C -3.7438 2.2367 -0.7270
N -3.0916 3.4239 -0.5457
C -5.2125 2.3310 -0.9913
O -5.8693 1.2256 -1.1769
O -5.7153 3.4404 -1.0101
C -2.9837 -0.2284 -0.7173
O -4.1575 -0.6190 -0.9549
O -1.9904 -0.9601 -0.5940
H 0.1591 3.8280 0.2432
H -1.1425 4.9200 0.7581
H -0.6436 4.8599 -0.9350
H -3.5647 4.3133 -0.5973
H -5.2119 0.4088 -1.1230
O 2.8661 1.9578 0.8155
C 2.2930 1.0378 0.2635
C 3.0389 -0.1821 -0.2147
C 4.4316 -0.1959 -0.2560
C 5.0927 -1.2707 -0.8210
C 4.3531 -2.3245 -1.3535
C 2.9695 -2.3106 -1.2947
C 2.2874 -1.2462 -0.6951
P 0.4140 -1.0270 -0.5602
C 0.0343 -1.8507 -2.1469
C 0.3779 -1.1490 -3.3005
C 0.1472 -1.7033 -4.5514
C -0.4233 -2.9652 -4.6580
C -0.7718 -3.6636 -3.5098
C -0.5526 -3.1051 -2.2568
C 0.0761 -2.2476 0.7887
C 0.7799 -3.4450 0.9164
C 0.5554 -4.2985 1.9912
C -0.3708 -3.9607 2.9659
C -1.0813 -2.7727 2.8509
C -0.8626 -1.9310 1.7699
H 4.9668 0.6616 0.1356
H 6.1746 -1.2804 -0.8794
H 4.8613 -3.1557 -1.8285
H 2.4117 -3.1254 -1.7431
H 0.8287 -0.1651 -3.2109
H 0.4057 -1.1467 -5.4436
H -0.6036 -3.3995 -5.6339
H -1.2285 -4.6430 -3.5881
H -0.8575 -3.6367 -1.3642
H 1.5192 -3.7174 0.1763
H 1.1110 -5.2257 2.0644
H -0.5428 -4.6208 3.8077
H -1.8106 -2.4998 3.6047
H -1.4392 -1.0213 1.6679
N 1.3338 6.4339 -3.2461
C 1.5942 5.3202 -3.0409
N 1.9709 4.0800 -2.8623
C 1.4112 3.1565 -2.1844
N 0.9387 2.2584 -1.6087
N -0.2059 1.0294 7.4242
C -0.1095 1.0628 6.2818
C 0.0143 1.1034 4.8369
C 0.9240 0.2919 4.1860
C 1.0057 0.3606 2.8046
N 0.2458 1.1684 2.0650
C -0.6272 1.9427 2.7057
C -0.7783 1.9496 4.0829
H 1.5571 -0.3911 4.7349
H 1.7092 -0.2679 2.2758
H -1.2466 2.5784 2.0892
H -1.5025 2.5996 4.5530
*
```


# 4
Below is a structure of composition C33H23F9N5O3S2Sc in a non-equilibrium geometry, with properties calculated with ωB97M-V with the def2-TZVPD basis set.

## Properties
LUMO energy (eV): -1.5
Relative energy (zero: lowest compared OMol25 entry of this formula, charge and spin) (kcal per mole): 18.94
Frontier orbital gap (Eh): 0.2413

Structure (ORCA input):
```
! wB97M-V def2-TZVPD RIJCOSX def2/J DEFGRID3
* xyz 0 1
Sc 0.1355 1.0476 -0.2014
C -4.0483 4.4038 -1.7397
S -2.4284 5.2930 -1.5701
C -1.4624 3.8882 -0.9710
S -1.0893 2.5792 -2.0152
N -1.0650 3.9888 0.3169
N -0.1259 3.0814 0.7002
C 0.3129 3.1336 1.9634
C 1.3737 2.3290 2.4975
C 1.7897 2.5333 3.8547
C 2.9617 1.9234 4.2963
C 3.6512 1.0535 3.4160
C 3.0401 0.6960 2.2256
N 1.9565 1.3260 1.8101
H -3.9049 3.3295 -1.8971
H -4.5582 4.7590 -2.6420
H -4.6605 4.6067 -0.8478
H 0.0345 4.0120 2.5536
H 1.2012 3.0618 4.5966
H 3.2206 2.0651 5.3430
H 4.6080 0.6318 3.7215
H 3.5312 -0.0620 1.6006
O 3.7558 -4.8309 -3.1556
C 2.6452 -4.3925 -3.8717
O 2.5523 -4.6646 -5.0428
C 1.6333 -3.5217 -3.1621
C 0.7305 -2.8220 -4.0097
C -0.1296 -1.8935 -3.4338
C -0.0522 -1.5645 -2.0599
C 0.8520 -2.3151 -1.2357
C 1.6645 -3.2807 -1.7741
N -0.8783 -0.6579 -1.3770
C -2.1154 -0.3921 -1.6696
C -2.9985 0.1565 -0.6489
C -4.3806 -0.1681 -0.7184
C -5.2086 0.4321 0.2074
C -4.6128 1.2753 1.2148
C -3.2507 1.4957 1.2719
N -2.4520 0.9168 0.3334
H 3.7154 -4.6389 -2.1853
H 0.7018 -2.9799 -5.1233
H -0.8101 -1.3382 -4.0834
H 0.7535 -2.1553 -0.1550
H 2.3928 -3.7400 -1.0904
H -2.5887 -0.6710 -2.6123
H -4.6518 -0.7664 -1.5578
H -6.2412 0.1835 0.2858
H -5.2501 1.6275 2.0069
H -2.8128 2.1348 1.9894
C -0.3859 -0.4738 1.3460
C -0.7612 -1.3311 2.1289
C -1.2256 -2.3157 3.0375
C -0.4744 -3.4976 3.3289
C -0.9325 -4.3856 4.2763
C -2.0980 -4.0842 5.0193
C -2.8924 -2.9918 4.7015
C -2.4606 -2.1194 3.6882
H 0.4321 -3.7296 2.7679
H -0.3300 -5.2468 4.4818
H -2.3802 -4.7932 5.8145
H -3.8453 -2.8207 5.1970
H -3.0669 -1.2803 3.3431
F 1.0513 0.7920 -3.8194
C 2.3897 0.7845 -3.6655
F 2.8440 -0.3883 -4.1555
F 2.8711 1.7549 -4.4878
C 2.8068 1.1293 -2.1887
O 1.8244 0.7551 -1.2601
C 2.8752 2.6982 -2.0539
F 3.9819 3.2578 -2.5788
F 2.8574 3.0546 -0.7389
F 1.7999 3.2775 -2.6624
C 4.0774 0.3829 -1.8241
F 4.4990 0.7845 -0.5876
F 5.1273 0.6181 -2.6648
F 3.9780 -0.9407 -1.7976
*
```


# 5
Below is a structure of composition C33H24AsAuBrF5N6O4S2, with properties calculated with ωB97M-V with the def2-TZVPD basis set.

## Properties
LUMO energy (alpha / beta) (eV): -1.7 / -3.0
Relative energy (zero: lowest compared OMol25 entry of this formula, charge and spin) (kcal per mole): 0.00
Frontier orbital gap (alpha / beta) (Eh): 0.2156 / 0.1674

Structure (ORCA input):
```
! wB97M-V def2-TZVPD RIJCOSX def2/J DEFGRID3
* xyz 0 3
Au 1.3132 0.8898 -2.0462
Br -1.5306 -0.4441 5.6597
C -0.5988 -1.8429 4.8192
C 0.5316 -2.3716 5.4353
C 1.2131 -3.4063 4.8273
C 0.8069 -3.8551 3.5709
C -0.3516 -3.3457 2.9769
C -1.0729 -2.3503 3.6124
N 1.5638 -4.9050 3.0014
N 1.6283 -5.0479 1.7723
C 1.5127 -4.1134 0.7965
C 0.8541 -4.4900 -0.3985
C 0.5976 -3.5911 -1.3858
C 1.0346 -2.2293 -1.2844
O 0.6877 -1.3737 -2.1218
C 1.9000 -1.8845 -0.1385
N 2.3993 -0.6406 -0.1233
C 3.1934 -0.2824 0.8619
C 3.5550 -1.1595 1.8908
C 3.0264 -2.4244 1.9034
C 2.1424 -2.8122 0.8823
H 0.8512 -1.9850 6.3926
H 2.0729 -3.8662 5.2977
H -0.7301 -3.7685 2.0544
H -2.0287 -2.0072 3.2299
H 0.4876 -5.5069 -0.4589
H 0.0166 -3.8581 -2.2578
H 3.5604 0.7370 0.8453
H 4.2361 -0.8337 2.6643
H 3.3016 -3.1177 2.6851
C 2.2374 0.0254 -7.1318
As 1.4111 0.2617 -5.4143
C 0.1396 -1.1655 -5.2181
C 0.3658 1.8712 -5.5399
S 2.8767 0.2428 -3.8727
H 1.4781 0.0924 -7.9096
H 2.7193 -0.9494 -7.1624
H 2.9849 0.8036 -7.2690
H -0.5181 -1.1900 -6.0865
H -0.4305 -1.0014 -4.3067
H 0.6838 -2.1029 -5.1271
H -0.4972 1.6682 -6.1737
H 0.9679 2.6702 -5.9642
H 0.0440 2.1545 -4.5405
F 2.2895 3.4415 -4.0077
C 2.2426 3.7930 -2.7074
C 1.8359 2.8891 -1.7462
C 1.8270 3.3659 -0.4452
F 1.4904 2.5514 0.5766
C 2.1754 4.6618 -0.1074
F 2.1503 5.0707 1.1613
C 2.5655 5.5370 -1.1047
F 2.9062 6.7876 -0.8049
C 2.6009 5.0990 -2.4150
F 2.9734 5.9394 -3.3834
O -5.4519 -0.9114 5.7446
S -5.2731 -1.2150 4.3449
O -4.0750 -1.9895 4.0420
O -6.4527 -1.6377 3.6189
C -4.9304 0.4018 3.5711
N -5.6598 1.4577 3.9389
C -5.4154 2.5911 3.3007
C -4.4537 2.7097 2.3017
C -3.7473 1.5579 2.0094
N -3.9918 0.4135 2.6398
C -2.6573 1.4639 1.0065
C -2.4129 2.3974 0.0050
C -1.3718 2.1811 -0.8800
N -0.5832 1.1054 -0.8178
C -0.8089 0.2200 0.1562
C -1.8228 0.3542 1.0704
H -6.0084 3.4504 3.5967
H -4.2678 3.6573 1.8158
H -3.0241 3.2822 -0.1072
H -1.1499 2.8933 -1.6654
H -0.1473 -0.6256 0.2064
H -1.9883 -0.3882 1.8373
*
```


# 6
Below is a structure of composition C33H24AsN3O8S2V, with properties calculated with ωB97M-V with the def2-TZVPD basis set.

## Properties
LUMO energy (alpha / beta) (eV): -4.8 / -4.8
Relative energy (zero: lowest compared OMol25 entry of this formula, charge and spin) (kcal per mole): 0.00
Frontier orbital gap (alpha / beta) (Eh): 0.2350 / 0.2350

Structure (ORCA input):
```
! wB97M-V def2-TZVPD RIJCOSX def2/J DEFGRID3
* xyz 1 1
V 0.1798 0.1144 -0.1618
N 4.1159 1.6050 -0.8256
C 4.5423 0.2989 -0.9954
C 5.8081 -0.2187 -1.2384
C 5.9022 -1.5903 -1.3319
C 4.7716 -2.4052 -1.1798
C 3.5180 -1.8813 -0.9424
C 3.3984 -0.4928 -0.8597
N 2.3015 0.3486 -0.6311
C 2.7935 1.5728 -0.5938
C 1.9721 2.7202 -0.2605
C 2.3108 4.0271 -0.1040
S 0.9557 4.9031 0.4501
C 0.0208 3.4818 0.4263
N 0.6693 2.4255 0.0325
H 4.6992 2.4232 -0.7945
H 6.6744 0.4202 -1.3422
H 6.8646 -2.0470 -1.5169
H 4.8861 -3.4786 -1.2465
H 2.6727 -2.5366 -0.8189
H 3.2630 4.5069 -0.2576
H -1.0248 3.4677 0.6951
O -2.2567 0.8257 -3.4759
As -1.2016 1.9144 -2.6512
O -0.2304 0.6512 -1.7355
O -2.1936 2.3758 -1.2240
C -3.5195 2.1207 -0.9796
C -4.4396 3.1296 -1.2253
C -5.7758 2.9500 -0.9060
C -6.2074 1.7659 -0.3281
C -5.2960 0.7531 -0.0831
C -3.9555 0.9235 -0.4124
S -2.9026 -0.4755 -0.2150
O -3.4862 -1.3818 0.7191
O -2.5947 -0.9721 -1.5397
O -1.6248 0.1253 0.4086
H -2.5087 0.0640 -2.9071
H -4.0885 4.0567 -1.6590
H -6.4825 3.7442 -1.1065
H -7.2485 1.6286 -0.0723
H -5.6057 -0.1813 0.3647
O 2.2715 1.5446 2.3932
C 1.2258 0.9747 2.5600
O 0.6584 0.2628 1.5580
C 0.4198 0.9729 3.8013
C 0.9613 1.5689 4.9395
C 0.2289 1.5949 6.1130
C -1.0415 1.0327 6.1483
C -1.5824 0.4434 5.0142
C -0.8535 0.4087 3.8363
H 1.9519 2.0005 4.8876
H 0.6455 2.0503 7.0011
H -1.6119 1.0536 7.0678
H -2.5724 0.0086 5.0470
H -1.2726 -0.0455 2.9472
C -0.0113 -3.8267 -4.1582
C 0.4952 -2.5143 -4.1499
C 0.6398 -1.8200 -2.9779
C 0.2865 -2.4112 -1.7489
C 0.3853 -1.7598 -0.4747
C 0.1981 -2.4589 0.7116
C -0.2405 -3.7898 0.6808
C -0.4423 -4.4056 -0.5248
C -0.1734 -3.7517 -1.7510
C -0.3339 -4.4346 -2.9792
H -0.1332 -4.3513 -5.0960
H 0.7765 -2.0468 -5.0844
H 1.0432 -0.8183 -2.9911
H 0.3383 -1.9745 1.6667
H -0.4263 -4.3117 1.6089
H -0.7964 -5.4290 -0.5574
H -0.7117 -5.4492 -2.9636
*
```